No. 1
{
  "formula": "C35H44Cl3N5O2Pd",
  "method": "ωB97M-V/def2-TZVPD",
  "homo_lumo_gap_ev": [5.9, 7.5],
  "spin_multiplicity": 3,
  "e_homo_ha": [-0.21143, -0.27489],
  "total_charge": 0,
  "e_tot_ha": -3292.77364,
  "symbols": ["C", "C", "H", "H", "H", "C", "Cl", "C", "N", "O", "C", "C", "H", "H", "C", "Cl", "H", "H", "C", "H", "H", "H", "H", "H", "C", "C", "C", "Pd", "H", "C", "C", "H", "H", "C", "C", "C", "H", "C", "N", "C", "C", "H", "H", "C", "H", "C", "N", "H", "H", "H", "H", "H", "N", "H", "H", "O", "C", "H", "H", "H", "H", "N", "C", "H", "H", "C", "C", "C", "C", "C", "H", "H", "C", "H", "H", "C", "C", "H", "H", "H", "C", "C", "Cl", "H", "C", "H", "H", "H", "H", "C"],
  "coordinates": [[-1.80073, -2.54006, -3.46853], [1.45610, 3.11170, -3.28771], [-4.27304, -1.02689, 2.09436], [-3.73599, 3.09065, -5.51977], [-3.66221, -2.49413, -4.61299], [-2.29400, -1.72933, 1.56016], [1.38968, -1.29403, 4.34190], [5.31645, 1.79279, -1.83854], [0.29418, 1.15089, 2.00659], [-4.01181, 1.31274, -3.92214], [-2.09209, 2.89482, 0.27080], [0.89310, 0.38855, 4.43884], [-0.97648, -1.84120, -3.32909], [-2.96578, 0.00261, 2.69594], [-2.80240, 3.94338, -0.28868], [2.20142, 1.39670, 5.05310], [3.34964, -1.81462, 0.10806], [1.70844, 2.41729, -4.09086], [-3.46474, 2.36718, -3.67693], [-3.14240, -3.04198, 3.07937], [-3.80450, 4.62422, -2.07086], [-3.00095, 4.83488, 0.29027], [-0.48870, -4.28404, -3.58378], [2.16561, 4.23094, -0.83080], [4.34792, -1.45865, -0.14495], [5.36722, 0.53246, -1.27096], [-1.90328, -2.32079, -0.90638], [-0.12150, 0.14571, 0.16711], [-3.10799, 6.43482, -4.33592], [2.95935, 0.42370, -1.19592], [-3.29432, -0.60716, 1.84784], [4.03185, 3.39216, -2.43974], [-0.81416, -3.50963, -5.14031], [-2.39732, -2.86333, -2.10550], [1.57681, 2.44936, -1.91403], [-2.66515, -2.45152, 0.27735], [0.41122, 4.00887, -0.93576], [2.89878, 1.73212, -1.70889], [1.75863, -0.27731, -0.96563], [-2.83509, -1.82983, -4.35151], [5.07881, -1.21133, 1.18086], [-3.41712, 0.04674, 0.98340], [0.34915, -3.17526, -1.85716], [-2.26106, 1.65436, -1.64121], [4.54793, -2.75368, -1.89099], [-2.96380, 2.65938, -2.29171], [-0.67042, -1.62718, -0.87238], [2.10465, 3.98656, -3.38016], [5.09375, -2.12435, 1.78173], [1.36779, 3.02005, 0.17778], [-4.38737, -3.33749, 1.17959], [-2.09456, 4.76413, -5.48936], [-3.26546, 3.30568, -4.65362], [-1.84484, 4.48970, -3.75593], [-3.92311, -4.07735, -2.98802], [-3.54715, 5.58083, -4.25788], [-4.25285, -3.85151, -0.89323], [6.22662, 2.30870, -2.11615], [-1.52274, -3.50929, 2.55173], [6.08247, -2.25987, -1.18039], [-2.36970, -1.49859, -5.28321], [-1.82145, 1.77059, -0.38986], [1.61414, -1.47252, -1.52248], [-2.05190, -4.50188, -4.36641], [-3.25456, -0.95445, -3.85238], [4.07958, 2.39049, -2.02774], [0.39717, -2.16646, -1.45455], [-3.24288, 3.82746, -1.59814], [0.55926, 0.83432, 3.07726], [5.05529, -2.55172, -0.94602], [6.33185, 0.07754, -1.07489], [-5.14487, -4.46523, -0.88646], [-1.25342, -3.77968, -4.17722], [5.09659, -3.48249, -0.37538], [-2.04269, 0.72038, -2.14858], [-3.81660, -3.22566, 0.26429], [4.20882, -0.15865, -0.92440], [2.40845, -1.89830, -2.13539], [-1.74590, -2.11706, 3.62204], [-1.72176, 2.94822, 1.28857], [-2.16814, -2.65654, 2.76909], [1.36402, 3.48730, -0.80779], [-0.54765, 0.55841, 5.44317], [6.11412, -0.90299, 1.01754], [-2.59628, 4.55596, -4.54296], [4.58414, -0.42816, 1.75930], [0.78529, 1.70354, -1.84215], [-1.31830, -1.28522, 1.37850], [0.42788, 3.45261, -3.43844], [-3.55301, -3.64170, -2.06663]],
  "lowdin_spin": [0.003, 0.001, 0.000, 0.000, 0.000, 0.016, 0.003, 0.018, 0.028, 0.000, 0.002, 0.002, 0.003, 0.000, 0.001, 0.000, 0.002, 0.000, 0.000, 0.001, 0.000, 0.000, 0.000, 0.000, 0.001, -0.002, 0.017, 0.783, 0.000, 0.018, 0.002, 0.000, 0.000, 0.025, 0.004, 0.023, 0.000, 0.019, 0.294, 0.001, 0.000, 0.000, 0.011, 0.001, 0.000, 0.001, 0.288, 0.000, 0.000, 0.000, -0.001, 0.000, 0.000, 0.000, 0.000, 0.000, 0.023, 0.001, 0.000, 0.000, 0.000, 0.024, 0.159, 0.000, 0.000, -0.002, 0.175, -0.001, 0.014, 0.001, 0.000, 0.002, 0.002, 0.000, 0.001, -0.003, 0.020, 0.010, 0.000, 0.000, 0.002, 0.001, 0.000, 0.000, 0.000, 0.000, 0.000, 0.008, 0.000, -0.002]
}

***

No. 2
{
  "formula": "C3H7O3Sc",
  "method": "ωB97M-V/def2-TZVPD",
  "homo_lumo_gap_ev": [8.7, 9.1],
  "e_above_lowest_kcal_mol": 0.8,
  "spin_multiplicity": 2,
  "e_homo_ha": [-0.51892, -0.54134],
  "total_charge": 1,
  "e_tot_ha": -1104.62315,
  "symbols": ["Sc", "H", "C", "O", "O", "C", "H", "H", "H", "O", "H", "H", "C", "H"],
  "coordinates": [[0.78883, 0.46758, 0.23929], [-0.78775, -2.19047, -1.21134], [-0.88889, -2.19395, -0.12287], [-0.64578, 1.75622, 0.08257], [1.80718, -1.12025, -0.34679], [-1.89044, 1.21011, -0.19668], [-2.03700, 1.04085, -1.28376], [-2.71542, 1.87364, 0.12780], [-2.14912, 0.04315, 1.61118], [-0.89274, -0.89269, 0.34766], [-1.65097, -2.80659, 0.36601], [1.01404, -2.08905, -0.44156], [-2.08772, -0.12040, 0.52430], [-2.94711, -0.68705, 0.14096]],
  "lowdin_spin": [0.010, 0.041, 0.670, -0.001, 0.085, 0.005, 0.000, 0.001, -0.001, 0.122, 0.031, 0.012, 0.023, 0.002]
}